Record 1
29
Properties=species:S:1:pos:R:3 method="wB97M-V/def2-TZVPD" gap_ev=9.729 e_homo_ha=-0.4563 total_charge=+1 e_above_lowest_kj_mol=194.6 e_tot_ev=-20162.495
C 3.2907 -0.6358 -2.2279
C 3.1558 -1.3499 -1.0851
C 1.1602 -1.1248 -1.9077
C 0.0954 1.8362 2.2459
C -2.7163 -1.3874 -0.2782
C -0.8608 2.6965 1.4426
C -1.8849 -2.0216 0.8543
C 0.0565 1.0398 0.0800
C -0.7649 -0.2951 0.0249
N 2.0230 -0.5407 -2.7614
N 0.8922 1.2063 1.2137
N -1.8794 -0.2198 -0.6084
O 1.8214 -1.5818 -0.8810
O -0.8925 2.0395 0.1165
O -0.6763 -1.2054 0.9065
H 4.1961 -0.2752 -2.7075
H 3.6171 -1.7243 -0.1892
H 0.6510 2.4536 2.8753
H -0.4783 1.2618 3.0094
H -2.9858 -1.8883 -1.3136
H -3.6047 -1.0390 0.1051
H -1.8604 2.6153 1.8084
H -0.4858 3.6689 1.1917
H -2.2579 -2.1797 1.9071
H -1.4832 -3.0923 0.5410
H 0.6483 1.0406 -0.8857
H 1.5041 0.4039 1.4788
H 1.7504 0.0590 -3.5186
H -2.0311 0.2395 -1.4368

Record 2
87
Properties=species:S:1:pos:R:3 method="wB97M-V/def2-TZVPD" gap_ev="7.662 / 6.229" spin_multiplicity=2 e_homo_ha="-0.3560 / -0.3725" total_charge=+1 e_tot_ev=-111968.985
Mg 0.4129 -0.4038 -0.3249
C -0.8286 1.8221 -3.1349
Ge -1.4292 1.4438 -1.2982
C -3.2851 0.7822 -1.5198
C -4.0561 0.2083 -0.5016
C -5.4005 -0.0998 -0.6999
C -5.9976 0.1282 -1.9333
C -5.2447 0.6739 -2.9632
C -3.9074 0.9996 -2.7571
C -1.4287 3.1851 -0.4141
C -0.6746 4.1502 -1.0394
C -0.6870 5.4975 -0.6102
C -1.4574 5.8642 0.4512
C -2.2185 4.8999 1.1606
C -2.9903 5.2692 2.2934
C -3.6724 4.3342 3.0129
C -3.6011 2.9726 2.6391
C -2.8817 2.5964 1.5433
C -2.1852 3.5420 0.7499
H -1.4351 2.6476 -3.5132
H -0.9554 0.9490 -3.7762
H 0.2158 2.1328 -3.1586
H -3.6228 0.0331 0.4778
H -5.9882 -0.4961 0.1202
H -7.0463 -0.1001 -2.0850
H -5.7034 0.8672 -3.9265
H -3.3539 1.4483 -3.5742
H -0.0609 3.8953 -1.8947
H -0.0878 6.2326 -1.1349
H -1.4863 6.8973 0.7815
H -3.0151 6.3138 2.5855
H -4.2547 4.6279 3.8771
H -4.1121 2.2244 3.2330
H -2.7983 1.5519 1.2927
N 3.0594 -2.0204 2.4133
C 2.4970 -1.0920 1.6331
O 1.8913 -1.4402 0.5696
C 2.5808 0.2896 2.0114
C 3.2537 0.7247 3.1840
N 3.8438 0.9910 4.1392
C 1.9427 1.1243 1.0867
N 1.3561 1.5801 0.1872
H 3.5294 -1.7692 3.2670
H 2.9720 -2.9869 2.1580
C 3.0586 -3.7145 -3.6398
N 2.3009 -3.2036 -2.4996
C 1.6331 -4.2025 -1.6839
C 1.8832 -1.9181 -2.4213
O 0.7413 -1.6394 -1.9396
N 2.7319 -0.9609 -2.8384
C 4.1869 -1.0864 -2.7244
C 2.2356 0.3860 -3.0897
H 2.4521 -4.4465 -4.1770
H 3.9801 -4.2009 -3.3169
H 3.3052 -2.9107 -4.3251
H 2.3072 -5.0492 -1.5596
H 0.7101 -4.5651 -2.1455
H 1.4155 -3.7924 -0.7011
H 4.4532 -2.0410 -2.2838
H 4.5587 -0.2923 -2.0756
H 4.6669 -0.9903 -3.6989
H 1.2006 0.3431 -3.4147
H 2.8281 0.8327 -3.8878
H 2.3157 1.0251 -2.2064
C -4.1057 -3.3862 -0.3391
N -2.8375 -2.8139 -0.8704
C -2.6278 -3.1740 -2.2996
C -1.6583 -3.1830 0.0116
C -1.6322 -2.3121 1.2362
C -2.1745 -2.7916 2.4274
C -2.1870 -1.9889 3.5601
C -1.6575 -0.7084 3.4892
C -1.1146 -0.2400 2.2920
C -1.0657 -1.0270 1.1301
H -4.9361 -3.0194 -0.9338
H -4.2204 -3.0785 0.6967
H -4.0387 -4.4700 -0.4067
H -2.9205 -1.7929 -0.8218
H -2.5258 -4.2544 -2.3736
H -1.7240 -2.6800 -2.6471
H -3.4896 -2.8400 -2.8732
H -0.7729 -3.0110 -0.5916
H -1.7581 -4.2465 0.2287
H -2.5825 -3.7987 2.4786
H -2.6043 -2.3613 4.4879
H -1.6554 -0.0748 4.3694
H -0.7084 0.7706 2.2823

Record 3
9
Properties=species:S:1:pos:R:3 method="wB97M-V/def2-TZVPD" gap_ev="8.688 / 5.869" spin_multiplicity=2 e_homo_ha="-0.5056 / -0.5060" total_charge=+1 e_above_lowest_kj_mol=326.1 e_tot_ev=-13448.038
C -2.2573 -0.0146 -0.0693
C -1.4463 1.1425 -0.0051
O -0.2584 0.9590 0.3671
C 0.0250 -0.8699 0.4594
O -1.0807 -1.4130 0.3187
O 1.1243 -0.9232 0.0087
Hg 2.4230 0.7182 -0.7310
H -2.6467 -0.2397 -1.0690
H -3.0036 -0.0895 0.7299

Record 4
20
Properties=species:S:1:pos:R:3 method="wB97M-V/def2-TZVPD" gap_ev="7.230 / 6.571" e_homo_ha="-0.6424 / -0.6506" total_charge=+2 e_above_lowest_kj_mol=196.8 e_tot_ev=-14362.663
C 1.6587 2.4873 -0.3762
N 2.0748 1.5452 0.3501
C 2.2618 0.4595 0.8781
C 1.6044 -0.7516 0.2892
C 0.1779 -1.1891 0.4231
N -0.0569 -2.4484 0.8697
C -1.4521 -2.6745 0.8028
N -2.0296 -1.6032 0.2660
C -1.0560 -0.6966 -0.0837
C -1.2988 0.5977 -0.7097
C -0.6756 1.8605 -1.0154
N 0.4719 2.7273 -0.8108
H 2.9109 0.2656 1.7784
H 1.6721 -0.5860 -0.8423
H 2.1247 -1.7226 0.6013
H -1.8586 -3.6688 1.1481
H -2.9884 -1.4864 -0.2260
H -2.3558 0.6332 -0.9170
H -1.4478 2.5436 -1.4562
H 0.2626 3.7073 -0.9695

Record 5
31
Properties=species:S:1:pos:R:3 method="wB97M-V/def2-TZVPD" gap_ev=10.161 e_homo_ha=-0.2647 total_charge=-1 e_above_lowest_kj_mol=163.1 e_tot_ev=-26351.757
N 0.2748 0.8932 0.8847
O 1.2248 0.2592 1.3337
O -0.9142 0.6582 1.2837
O 0.5068 1.5972 -0.1723
O -2.1832 2.3412 -0.7263
H -1.3282 2.5972 -1.0523
H -1.9562 1.8732 0.1007
O -1.0832 -2.2078 0.8797
H -1.2852 -1.3608 0.5057
H -0.4122 -2.0568 1.5407
O 3.1958 -1.4878 1.5587
H 2.4228 -0.9718 1.4327
H 2.9068 -2.0708 2.2707
O 0.6388 -1.7348 3.2797
H -0.2792 -1.7758 3.6247
H 0.6088 -0.8798 2.8037
O -2.0852 -0.1448 -1.5513
H -1.3122 -0.3358 -2.1183
H -1.9582 0.8142 -1.4623
O 0.1248 2.6762 -2.6923
H 0.5648 2.3752 -1.9053
H 0.7418 3.0292 -3.4063
O 3.2538 0.4492 -0.7133
H 3.1988 -0.3898 -1.1933
H 2.3898 0.6642 -0.4493
O 1.0928 -0.9678 -1.8073
H 0.5778 -1.5118 -2.3853
H 1.2488 -1.5598 -1.0403
O -3.7102 -0.3908 0.3517
H -3.2672 -0.3298 1.1797
H -3.1992 -0.0518 -0.3553

Record 6
18
Properties=species:S:1:pos:R:3 method="wB97M-V/def2-TZVPD" gap_ev="5.599 / 3.465" spin_multiplicity=2 e_homo_ha="-0.4535 / -0.4465" total_charge=+1 e_above_lowest_kj_mol=265.1 e_tot_ev=-27476.037
S -2.7018 -0.5127 -0.1442
S -0.9791 0.0280 -1.3549
C -0.1496 1.2962 -0.2070
C 0.3681 0.9800 1.2251
C 1.2400 -0.2594 1.1070
N 2.4576 -0.0353 0.3633
C 3.6074 -0.9827 0.4523
H -3.7541 0.1082 0.4989
H -1.1038 1.8301 -0.1542
H 0.5384 1.9178 -0.7723
H -0.4931 0.7503 1.8656
H 0.8713 1.8738 1.5863
H 1.4634 -0.4881 2.1683
H 0.6463 -1.1750 0.9087
H 2.2848 0.1062 -0.6407
H 3.5915 -1.4298 1.4777
H 4.5255 -0.4118 0.3053
H 3.4824 -1.7344 -0.3310

Record 7
53
Properties=species:S:1:pos:R:3 method="wB97M-V/def2-TZVPD" gap_ev=8.654 e_homo_ha=-0.4362 total_charge=+1 e_above_lowest_kj_mol=0.0 e_tot_ev=-59666.602
Pb 1.1103 0.1252 -1.2369
O 1.2022 3.7283 0.5671
S 1.6059 3.2858 -0.7278
O 1.7625 4.2230 -1.7798
O 2.5163 2.1408 -0.7500
O 0.1575 2.3330 -1.2668
C -1.2810 -0.5679 -3.2441
N -1.2602 -0.8297 -1.7950
C -2.5089 -0.3125 -1.2069
C -1.2051 -2.2857 -1.5299
C 0.1761 -2.9053 -1.6771
N 1.1062 -2.5320 -0.5981
C 2.4519 -2.9966 -0.9526
C 0.7065 -3.1300 0.6814
H -2.1689 -1.0103 -3.7073
H -0.3978 -0.9864 -3.7285
H -1.2932 0.5087 -3.4188
H -3.3643 -0.8915 -1.5735
H -2.6515 0.7296 -1.4807
H -2.4673 -0.3932 -0.1221
H -1.9025 -2.8002 -2.2023
H -1.5752 -2.4483 -0.5188
H 0.6270 -2.6097 -2.6293
H 0.0668 -3.9974 -1.7198
H 2.4769 -4.0832 -1.0960
H 3.1556 -2.7443 -0.1605
H 2.7833 -2.5245 -1.8798
H 0.5999 -4.2180 0.5900
H -0.2343 -2.7110 1.0324
H 1.4613 -2.9149 1.4338
S -0.3138 1.8259 3.1067
C 1.0788 0.8149 3.2767
C 1.8420 0.5598 4.4145
C 2.9703 -0.2187 4.2733
C 3.3450 -0.7251 3.0220
C 2.5821 -0.4808 1.9010
C 1.4230 0.2832 2.0350
N 0.5496 0.6400 1.0098
C -0.3731 1.4749 1.4257
C -1.3726 2.1532 0.5876
C -2.6465 2.4109 1.0951
C -3.5858 3.0929 0.3421
C -3.2536 3.5521 -0.9266
C -1.9901 3.3169 -1.4446
C -1.0625 2.6091 -0.6991
H 1.5674 0.9754 5.3742
H 3.5882 -0.4236 5.1365
H 4.2549 -1.3035 2.9341
H 2.8959 -0.8549 0.9340
H -2.9066 2.0582 2.0857
H -4.5704 3.2764 0.7487
H -3.9778 4.1014 -1.5128
H -1.7003 3.6797 -2.4220

Record 8
27
Properties=species:S:1:pos:R:3 method="wB97M-V/def2-TZVPD" gap_ev=9.650 smiles=O.O.O.O.O.O.O.O.O e_homo_ha=-0.3811 e_above_lowest_kj_mol=239.5 e_tot_ev=-18719.653
O -18.7533 -19.5970 25.9030
H -19.2935 -18.8232 25.7060
H -17.8789 -19.2482 26.0947
O -18.7474 -23.5871 23.8799
H -19.0778 -22.7090 23.6298
H -17.8054 -23.4699 24.0323
O -21.9407 -21.6879 21.6717
H -21.4448 -21.2524 22.3750
H -21.8220 -22.6259 21.8483
O -20.7931 -22.0474 26.8062
H -20.0242 -21.4728 26.7215
H -21.5347 -21.5186 26.4986
O -16.4059 -18.7251 23.0200
H -16.5030 -18.2064 23.8231
H -17.2108 -18.5488 22.5084
O -16.4296 -21.4093 24.7796
H -16.6771 -21.1493 23.8856
H -16.0426 -20.6145 25.1530
O -21.8164 -18.1200 21.2070
H -21.3107 -17.3056 21.1491
H -21.5866 -18.5032 22.0588
O -18.8691 -18.7940 21.4943
H -19.0445 -17.8813 21.2465
H -18.4895 -19.1916 20.7007
O -19.6128 -20.9189 23.3960
H -19.4822 -20.6441 24.3164
H -19.0633 -20.3198 22.8725

Record 9
26
Properties=species:S:1:pos:R:3 method="wB97M-V/def2-TZVPD" gap_ev=9.059 e_homo_ha=-0.2113 total_charge=-2 e_above_lowest_kj_mol=0.0 e_tot_ev=-50370.786
Rb 4.1155 30.5549 8.4268
B 2.1619 26.8747 7.8492
F 1.8091 27.5569 8.9673
F 3.5807 26.7912 7.8482
F 1.6453 25.6168 7.8800
F 1.7662 27.5785 6.7228
B 2.8050 34.0793 6.2103
F 1.4580 33.7482 6.2627
F 3.3486 34.2620 7.4291
F 3.3896 33.0386 5.5949
F 2.8952 35.2621 5.4723
B 8.4750 30.0840 8.9128
F 8.0269 28.8081 9.1906
F 7.8172 30.9702 9.7275
F 9.8730 30.1393 9.0492
F 8.1008 30.3448 7.5925
C 0.5779 32.9475 11.4479
S 1.5502 32.1912 12.7632
O 2.9164 32.1225 12.0903
C 1.5713 33.5745 14.0371
H 0.6466 32.2060 10.6520
H 1.1199 33.8646 11.2170
H -0.4036 33.2343 11.8253
H 0.6382 33.5903 14.6004
H 1.8270 34.4418 13.4283
H 2.3630 33.3516 14.7524

Record 10
17
Properties=species:S:1:pos:R:3 method="wB97M-V/def2-TZVPD" gap_ev=9.341 smiles="O=c1[nH]c2ccccc2n1O" e_homo_ha=-0.3186 e_above_lowest_kj_mol=254.9 e_tot_ev=-14429.489
O -1.0687 2.4066 -1.6433
C -0.5769 1.4227 -1.0122
N 0.7385 1.3771 -0.5014
C 0.9276 0.2814 0.2230
C 1.9171 -0.1625 1.1185
C 1.7835 -1.3832 1.8034
C 0.7064 -2.1887 1.6069
C -0.3255 -1.6977 0.7522
C -0.2021 -0.5184 0.1312
N -0.9777 0.1486 -0.8390
O -2.3220 -0.1369 -1.2238
H 1.1372 2.4098 -0.1667
H 2.8107 0.5214 1.1742
H 2.6843 -1.5846 2.4494
H 0.5685 -3.0136 2.2811
H -1.1911 -2.3845 0.5307
H -2.5903 0.6930 -1.6865

Record 11
64
Properties=species:S:1:pos:R:3 method="wB97M-V/def2-TZVPD" gap_ev="6.519 / 6.541" spin_multiplicity=7 e_homo_ha="-0.2546 / -0.2548" e_above_lowest_kj_mol=301.9 e_tot_ev=-83936.271
O 1.5364 1.0976 -0.8191
C 1.3421 1.4974 -2.0573
C 1.3508 3.0197 -2.0122
C 1.0176 3.7050 -0.8549
H 0.7633 3.1508 0.0503
C 1.0000 5.1030 -0.8642
H 0.7249 5.6352 0.0445
C 1.3412 5.7996 -2.0214
H 1.3351 6.8895 -2.0299
C 1.6973 5.0895 -3.1786
H 1.9750 5.6250 -4.0848
C 1.7031 3.6996 -3.1731
H 1.9680 3.1311 -4.0678
H 2.2302 1.1422 -2.5794
C 0.3577 -0.5508 -3.1921
C 0.1636 0.9092 -2.8548
H -0.2792 -0.8454 -4.0269
H 0.0960 -1.2161 -2.3387
H 1.4098 -0.7202 -3.3896
C -0.9825 1.6500 -3.0433
C -2.2698 1.1486 -3.6742
H -1.0067 2.6864 -2.6601
H -2.4838 1.7337 -4.5567
H -3.1167 1.2661 -2.9802
H -2.1938 0.0899 -3.9486
Tb 0.0133 -0.0801 0.2522
Cl -1.1613 2.0977 1.1840
Cl -1.8825 -0.1626 -1.4622
C -2.5175 -1.2155 1.3114
O -1.2850 -1.5034 1.3684
N -3.2868 -1.9050 2.1143
C -2.8139 -3.1557 2.6990
C -4.6205 -1.4544 2.3991
H -2.9560 -0.4313 0.6626
H -1.7570 -3.2986 2.4610
H -3.4128 -3.9855 2.2885
H -2.9656 -3.1202 3.7867
H -4.7401 -0.4242 2.0252
H -4.7927 -1.4731 3.4835
H -5.3491 -2.1100 1.9029
H 1.8068 -5.0287 -0.7630
H 4.3626 -4.1258 -0.3941
C 1.8116 -4.2186 -1.5056
C 4.0770 -3.2760 -1.0278
N 2.6489 -3.1192 -1.0246
H 0.7963 -3.8599 -1.6813
C 2.1083 -1.9843 -0.6426
O 0.8460 -1.9390 -0.5433
H 4.5337 -2.3536 -0.6422
H 2.7784 -1.1158 -0.4498
H 2.2482 -4.5935 -2.4406
H 4.4229 -3.4620 -2.0530
N 2.9511 -0.0122 6.3084
C 2.0504 -0.0371 5.5189
C 0.9452 -0.0703 4.6212
C -0.3752 -0.0540 5.1776
C -1.4122 0.0439 4.3271
C -1.1221 0.2427 3.0432
N 0.1111 0.1441 2.5830
C 1.2121 -0.0389 3.2541
H -0.5925 -0.0901 6.2462
H -2.5468 0.0623 4.6268
H -2.0336 0.5028 2.5696
H 2.2194 -0.1313 2.7285

Record 12
112
Properties=species:S:1:pos:R:3 method="wB97M-V/def2-TZVPD" gap_ev=8.307 e_homo_ha=-0.3778 total_charge=+1 e_above_lowest_kj_mol=86.5 e_tot_ev=-73537.295
C -4.6877 -6.4803 0.4477
C -4.5286 -5.5439 1.1758
C -4.2998 -4.3623 1.9912
O -3.3012 -3.5013 1.4575
C -3.5800 -2.9673 0.1808
H -4.1073 -3.7051 -0.4361
C -4.3966 -1.6665 0.2270
H -5.3193 -1.8107 0.8024
O -3.6631 -0.5763 0.7514
C -3.6602 -0.4937 2.1689
C -2.8149 0.7126 2.5846
H -3.2078 1.6090 2.0911
O -1.4634 0.6230 2.1989
C -0.5589 0.0863 3.1468
C -0.4894 -1.4580 3.1823
N -0.6296 -2.0502 1.8788
C 0.3633 -2.2046 0.9909
N 1.5665 -1.7026 1.2558
C 2.5075 -1.9917 0.3455
N 3.7499 -1.5310 0.5526
C 4.7569 -1.6341 -0.4831
C 6.1373 -1.7715 0.1592
H 6.9148 -1.7126 -0.6033
H 6.2113 -2.7360 0.6819
O 6.3845 -0.7206 1.0703
C 5.4400 -0.7488 2.1147
C 4.0198 -0.5508 1.5787
H 3.9425 0.4569 1.1456
H 3.2827 -0.6699 2.3733
H 5.5038 -1.7076 2.6491
H 5.7041 0.0614 2.7965
H 4.5284 -2.5059 -1.0935
H 4.7314 -0.7365 -1.1122
N 2.2972 -2.7073 -0.7611
C 1.0369 -3.0471 -0.9824
N 0.0189 -2.8141 -0.1548
N 0.7692 -3.7058 -2.1541
H -1.4892 3.9482 -2.2967
C -0.5951 -3.6843 -2.6129
H -0.7425 -4.5183 -3.3017
C -0.8679 -2.3258 -3.3287
N 0.3012 -1.4822 -3.2016
C 0.4937 -0.5109 -2.2954
O 1.5530 0.0517 -2.1114
C -0.7567 -0.0148 -1.5158
N -0.3348 0.9918 -0.5817
C 0.6204 1.1796 0.3206
C 0.4113 2.4813 0.7927
N -0.6327 3.0051 0.1497
N -1.0439 2.1014 -0.6645
C 1.1643 3.2620 1.8207
N 1.8041 2.3502 2.7488
H 2.1203 2.8540 3.5691
H 2.6202 1.9282 2.3159
H 0.4255 3.8531 2.3721
C 2.1413 4.2506 1.1133
C 3.2713 3.5083 0.4622
C 3.1441 2.9797 -0.8182
C 4.1532 2.2286 -1.3836
C 5.3250 1.9825 -0.6696
C 5.4712 2.5225 0.6039
C 4.4519 3.2744 1.1587
H 4.5850 3.6935 2.1464
H 6.3813 2.3427 1.1587
O 6.2812 1.2139 -1.2402
H 6.9595 0.9966 -0.5860
H 4.0468 1.8151 -2.3731
H 2.2450 3.1658 -1.3876
H 1.5768 4.8280 0.3811
H 2.5308 4.9357 1.8681
H 1.3338 0.4290 0.5957
C -1.7484 0.7688 -2.4031
C -2.1915 2.0004 -1.5876
C -2.3865 3.3324 -2.3380
C -3.5514 3.9501 -1.6092
C -4.1021 5.2065 -1.6990
C -5.2039 5.5032 -0.9035
C -5.7351 4.5539 -0.0476
C -5.1862 3.2815 0.0454
C -4.0921 2.9962 -0.7452
N -3.4041 1.7948 -0.8786
H -3.4809 1.0542 -0.1916
H -5.6033 2.5399 0.7088
H -6.5906 4.8042 0.5605
H -5.6479 6.4845 -0.9551
H -3.6894 5.9465 -2.3667
H -2.6384 3.1500 -3.3845
H -1.2460 1.0921 -3.3171
H -2.6245 0.1842 -2.6757
H -1.2131 -0.8436 -0.9613
C 1.4762 -2.0742 -3.8268
C 1.7025 -3.4935 -3.2361
H 1.5292 -4.2651 -3.9881
H 2.7111 -3.5894 -2.8406
H 2.3239 -1.4244 -3.6135
H 1.3110 -2.1157 -4.9057
H -1.7482 -1.8407 -2.9171
H -1.0337 -2.4871 -4.3977
H -1.2409 -3.8154 -1.7464
H -1.4839 -2.5409 1.6623
H -1.2792 -1.8618 3.8187
H 0.4806 -1.7317 3.6070
H -0.8029 0.4530 4.1519
H 0.4140 0.4933 2.8621
H -2.9037 0.8464 3.6695
H -4.6886 -0.3504 2.5331
H -3.2576 -1.4133 2.6011
H -4.6660 -1.3833 -0.7943
H -2.6016 -2.7616 -0.2663
H -5.2516 -3.8249 2.1243
H -3.9202 -4.6616 2.9730
H -4.8437 -7.3294 -0.1490